(P)
The following is a quantum chemistry calculation of an isolated ion of composition C10H13N2OS and charge +1, from OMol25.

Geometry (Å):
H: 3.02809 -0.73746 0.08082
S: -0.82060 2.28547 0.61401
C: 0.48351 -0.49265 0.59599
C: -3.76584 2.02070 -0.32711
C: 1.50957 0.57496 0.22261
H: -0.67022 -2.55155 -0.90004
H: -3.14711 0.20151 -0.98865
H: 3.74652 2.19977 -0.56045
H: -3.26097 2.96912 -0.01554
H: 5.99926 1.08753 -0.87391
H: 5.17029 -0.45346 -0.92717
H: -3.95582 2.00204 -1.42900
C: -1.29668 -1.84323 -0.44887
H: 1.09359 -0.71317 2.45328
N: -2.84314 0.87311 -0.31381
H: -0.09134 -1.89973 2.06527
C: 1.07009 1.97777 0.20206
C: 2.75316 0.29631 -0.14507
C: 0.51658 -1.13246 1.78498
C: -1.60661 0.97716 -0.04467
C: 5.08476 0.58240 -0.74148
N: -0.36660 -0.73089 -0.44165
C: 3.84350 1.03626 -0.52645
H: -1.99110 -1.57876 -1.13859
H: -1.75028 -2.26605 0.42022
H: -4.54204 1.52557 0.30057
O: 1.70085 2.98669 0.06179

Summary:
HOMO (alpha / beta) = -12.510 / -12.508 eV
molar mass = 209.29 g mol⁻¹
2S+1 = 1
gap between HOMO and LUMO (alpha / beta) = 7.7 / 7.7 eV
net charge = +1

Charges in e, computed with Löwdin, in the same order as the atoms: atom 1 (H): 0.1474, atom 2 (S): 1.0931, atom 3 (C): -0.3771, atom 4 (C): -0.0144, atom 5 (C): -0.1533, atom 6 (H): 0.1006, atom 7 (H): 0.1401, atom 8 (H): 0.1477, atom 9 (H): 0.0830, atom 10 (H): 0.0683, atom 11 (H): 0.0632, atom 12 (H): 0.1207, atom 13 (C): -0.0747, atom 14 (H): 0.0362, atom 15 (N): -0.0747, atom 16 (H): 0.0534, atom 17 (C): -0.4630, atom 18 (C): -0.0449, atom 19 (C): 0.1774, atom 20 (C): -0.4020, atom 21 (C): 0.1114, atom 22 (N): 0.0615, atom 23 (C): -0.1497, atom 24 (H): 0.0432, atom 25 (H): 0.0947, atom 26 (H): 0.1221, atom 27 (O): 0.0897

---

(Q)
The following is a quantum chemistry calculation of an isolated ion of composition C10H13N2OS and charge +1, from OMol25.

Geometry (Å):
N: -0.84052 -0.41144 -0.19448
C: 0.54934 3.03025 0.45110
H: 1.12300 2.93570 1.34053
H: -3.51011 -1.05380 -0.41870
H: -0.50143 3.39732 0.62715
S: -1.60260 -1.29882 1.17130
O: -1.88934 1.74512 -0.46059
C: -1.39228 -0.76885 -1.55540
H: 3.19378 -2.77245 0.09176
H: -0.47812 -0.64798 -2.21636
H: 0.57275 -2.83365 -0.26989
H: -3.46529 0.06586 1.03234
H: -1.85089 -1.83166 -1.57030
H: 1.20186 3.43030 -0.37417
N: 0.30365 1.62469 0.12928
C: 2.58016 0.54325 0.46489
H: -2.14264 -0.02576 -1.92531
C: 1.24886 0.58217 0.18192
H: -3.80042 -1.57914 1.25973
C: -3.27237 -0.91783 0.65880
H: 4.33267 -0.71423 0.54381
C: 3.23698 -0.72148 0.53503
C: 2.55544 -1.88538 0.16001
C: -0.90559 1.14985 -0.14960
H: 3.01356 1.48656 0.82051
C: 0.57226 -0.66666 -0.14655
C: 1.16730 -1.86193 -0.18679

Summary:
HOMO = -12.617 eV
SMILES = CS[N@@+]1(C)C(=O)N(C)c2ccccc21
molar mass = 209.29 g mol⁻¹
2S+1 = 1
gap between HOMO and LUMO = 9.0 eV
net charge = +1

Charges in e, computed with Löwdin, in the same order as the atoms: atom 1 (N): -0.3850, atom 2 (C): 0.0549, atom 3 (H): 0.0843, atom 4 (H): 0.0701, atom 5 (H): 0.1291, atom 6 (S): 1.0587, atom 7 (O): 0.1556, atom 8 (C): -0.0163, atom 9 (H): 0.1185, atom 10 (H): 0.1395, atom 11 (H): 0.1530, atom 12 (H): 0.0399, atom 13 (H): 0.1384, atom 14 (H): 0.1326, atom 15 (N): -0.0115, atom 16 (C): 0.0090, atom 17 (H): 0.1128, atom 18 (C): -0.1221, atom 19 (H): 0.0212, atom 20 (C): -0.3304, atom 21 (H): 0.1231, atom 22 (C): -0.0327, atom 23 (C): -0.0403, atom 24 (C): -0.4312, atom 25 (H): 0.1261, atom 26 (C): -0.2745, atom 27 (C): -0.0227

---

(Q) is preferred energetically. Next in line: 495.5 kJ/mol higher.